{"formula": "C73H160F16N15O32S16", "method": "wB97M-V/def2-TZVPD", "total_charge": -1, "max_force_ev_per_a": 14.4, "homo_ev": -7.5, "multiplicity": 1, "orbital_gap_ev": 8.17, "symbols": ["C", "H", "H", "S", "H", "O", "O", "H", "H", "H", "H", "C", "C", "O", "C", "F", "C", "H", "S", "C", "O", "C", "H", "H", "H", "C", "F", "O", "O", "H", "H", "H", "C", "H", "C", "H", "H", "H", "H", "C", "F", "H", "H", "H", "H", "H", "H", "F", "C", "C", "C", "H", "H", "O", "O", "H", "C", "H", "H", "H", "H", "H", "C", "H", "H", "O", "H", "H", "C", "O", "F", "H", "H", "S", "H", "S", "H", "H", "H", "H", "O", "O", "H", "F", "F", "H", "H", "H", "H", "H", "C", "C", "C", "H", "H", "C", "H", "H", "O", "H", "O", "H", "N", "O", "H", "H", "H", "C", "H", "N", "C", "C", "H", "H", "N", "C", "C", "C", "H", "H", "H", "C", "H", "O", "F", "S", "N", "C", "S", "O", "H", "O", "C", "H", "H", "H", "H", "H", "H", "C", "C", "H", "N", "H", "H", "H", "C", "C", "H", "H", "S", "H", "H", "C", "H", "H", "N", "H", "H", "O", "H", "H", "C", "H", "S", "C", "N", "H", "H", "C", "C", "H", "C", "H", "O", "O", "C", "C", "O", "C", "H", "C", "H", "C", "N", "C", "H", "C", "H", "C", "F", "N", "H", "S", "N", "H", "H", "C", "N", "H", "H", "C", "H", "N", "H", "C", "H", "H", "H", "H", "H", "S", "F", "C", "C", "H", "H", "C", "O", "H", "S", "H", "H", "O", "H", "H", "H", "H", "C", "H", "S", "F", "H", "C", "H", "C", "O", "F", "H", "C", "C", "H", "H", "C", "H", "H", "H", "S", "H", "C", "C", "F", "N", "C", "C", "H", "C", "H", "H", "H", "O", "S", "H", "H", "F", "S", "C", "H", "O", "H", "H", "H", "H", "H", "H", "H", "O", "H", "H", "O", "H", "N", "H", "H", "H", "H", "H", "H", "O", "H", "S", "O", "C", "H", "H", "C", "C", "C", "H", "H", "C", "C", "H", "H", "H", "H", "O", "F", "H", "C", "F", "N"], "coordinates": [[11.18046, 12.47693, 22.08011], [23.50690, 24.34445, 22.67881], [17.94522, 27.29782, 28.46596], [22.73282, 20.16489, 24.83411], [20.89957, 23.16587, 19.81647], [16.98939, 20.66060, 15.32048], [20.21090, 22.94894, 15.16392], [22.84734, 19.70108, 17.49647], [15.00336, 24.58099, 14.12294], [18.32372, 18.60746, 27.37850], [27.43582, 14.54479, 24.30139], [27.07144, 15.04432, 23.40373], [14.66468, 25.37483, 11.63162], [21.48036, 24.40456, 24.77582], [16.42988, 27.20525, 16.57397], [22.50196, 20.56012, 26.38128], [18.44802, 20.50364, 24.87116], [18.51366, 24.68193, 16.54738], [23.23700, 18.19448, 23.66620], [24.30364, 23.82235, 20.10806], [14.98324, 23.89858, 29.37445], [18.34696, 21.83545, 22.09161], [27.81912, 16.46505, 21.88814], [21.85526, 24.21451, 18.84167], [17.22422, 26.04705, 29.46790], [16.00392, 25.39014, 12.40981], [21.49966, 21.14636, 16.12681], [15.29832, 27.10563, 21.91925], [15.91402, 12.75604, 28.95264], [17.26920, 29.96598, 22.98601], [18.40277, 17.38214, 28.52125], [18.45306, 29.54725, 24.02913], [21.90492, 17.05859, 28.42390], [25.70546, 24.41863, 21.65968], [14.69332, 26.17147, 25.65956], [13.80352, 22.87318, 16.53990], [11.67524, 10.77478, 20.54688], [21.96450, 13.00728, 25.07248], [17.50258, 26.71378, 24.77608], [17.36148, 20.70014, 22.53872], [20.07870, 26.00843, 24.03389], [18.01794, 18.08902, 21.20062], [19.33318, 21.42334, 21.87791], [14.17156, 27.00233, 25.18465], [15.16988, 26.32414, 14.09896], [21.83568, 20.34838, 20.18796], [26.11040, 10.77719, 23.50891], [17.86358, 19.85499, 13.21701], [25.07994, 23.56186, 21.40910], [15.10404, 25.13026, 24.60132], [22.02896, 20.72968, 19.18528], [20.47144, 17.41255, 21.02664], [24.81416, 23.51434, 19.19560], [19.66375, 23.40487, 27.63784], [21.90688, 9.98866, 20.02293], [16.73782, 21.80165, 25.25864], [12.90608, 16.03143, 24.63912], [26.73434, 14.69296, 20.64770], [10.61048, 14.03310, 20.72928], [17.42400, 26.39270, 14.35827], [22.33542, 25.60002, 21.19803], [14.82254, 15.08280, 24.10621], [17.92914, 25.46766, 17.02598], [23.17328, 16.31825, 20.49483], [25.44258, 13.41121, 20.80615], [12.52520, 26.37617, 20.93832], [19.73275, 15.71956, 29.10923], [29.44582, 17.72852, 25.58976], [20.85466, 14.86790, 25.24817], [12.27938, 19.40465, 21.62940], [16.47600, 27.88631, 19.97254], [16.68937, 21.16197, 20.01918], [14.50962, 22.46982, 18.10628], [13.69504, 19.66066, 21.77056], [23.35914, 21.39465, 21.58610], [15.52610, 26.64991, 20.52821], [19.50965, 18.33384, 23.94110], [28.00896, 10.72650, 22.40625], [29.85026, 16.25826, 25.09270], [19.88388, 25.49009, 19.45895], [24.10174, 20.68114, 24.57253], [13.47406, 18.62123, 19.03017], [11.71784, 17.35111, 23.37168], [22.22594, 16.95030, 23.47814], [13.76324, 19.75978, 23.34501], [13.10854, 25.26046, 23.77516], [19.34786, 19.16523, 29.54767], [24.05344, 21.41859, 19.16643], [23.22664, 18.93415, 19.04670], [17.68634, 25.47050, 26.74325], [23.05962, 21.86472, 19.12879], [17.75354, 27.88894, 16.67069], [16.26706, 19.67843, 25.49055], [14.58874, 22.51800, 23.76970], [9.95008, 11.41089, 20.55014], [17.02075, 27.50443, 25.35124], [16.20442, 28.72383, 27.35812], [25.82316, 22.76571, 21.36591], [22.84152, 18.93880, 22.45312], [17.65673, 28.62785, 17.46614], [17.87004, 22.08249, 13.37601], [19.43154, 26.90752, 17.74523], [19.68630, 20.51448, 14.72749], [21.96716, 12.10942, 21.42801], [20.23431, 16.31619, 22.31413], [22.01208, 22.33519, 22.09663], [11.52188, 16.26596, 20.60866], [28.34522, 17.33600, 23.71972], [13.11958, 23.97188, 24.93586], [15.98418, 26.79431, 26.33616], [10.98836, 15.29556, 22.99150], [17.16004, 22.10740, 19.74948], [12.82730, 15.45804, 25.56276], [27.32684, 11.36347, 20.89729], [20.92664, 16.25109, 27.47392], [22.44750, 19.43967, 18.47621], [21.47618, 25.01957, 20.86202], [15.85936, 23.33143, 16.54574], [28.98690, 15.46399, 22.82716], [14.28644, 16.42185, 23.09060], [15.92568, 28.24538, 29.47268], [13.74724, 24.49356, 24.21337], [25.39648, 16.27773, 21.65513], [15.17814, 14.50448, 26.68922], [19.67618, 13.09640, 17.87185], [13.42400, 25.91650, 19.89317], [22.53878, 18.71644, 25.14658], [26.00152, 11.49259, 22.69378], [16.55778, 14.97736, 26.71930], [16.44790, 25.54014, 20.28481], [23.94442, 24.84948, 20.04413], [19.23280, 21.53229, 16.92648], [12.49522, 15.90354, 20.93934], [14.13780, 14.04194, 22.02526], [27.40286, 17.84961, 23.91012], [24.49502, 15.72551, 19.45386], [15.58082, 28.31693, 23.90416], [18.48572, 22.47802, 22.96106], [15.21600, 19.93579, 25.35971], [18.58770, 17.67683, 22.03343], [20.55984, 26.02857, 20.12318], [19.81676, 14.47160, 27.81288], [19.88484, 11.63033, 19.62309], [21.18526, 14.67993, 28.99430], [22.40376, 17.76693, 27.76245], [22.68482, 16.48150, 28.92071], [19.05806, 17.99870, 27.90599], [21.72112, 15.58178, 26.31461], [19.33430, 16.08892, 20.77355], [24.24454, 15.12663, 22.41867], [20.51546, 24.57877, 27.50919], [14.12660, 25.76693, 26.49817], [10.74688, 14.49980, 23.69616], [10.85900, 11.21558, 21.11920], [22.57328, 14.22828, 24.07076], [13.13584, 13.61640, 23.34636], [22.98910, 22.98396, 20.16409], [12.07126, 12.08557, 22.57144], [22.41378, 14.85392, 26.73715], [13.75568, 24.49391, 19.93520], [20.21314, 27.58899, 21.82873], [14.77736, 21.41723, 16.76058], [17.56079, 29.10438, 23.58660], [15.58520, 25.60425, 23.74580], [18.07481, 21.01608, 14.34278], [19.69808, 16.81112, 21.50444], [17.18742, 14.91250, 28.04433], [20.69588, 17.33616, 30.12867], [17.97572, 28.45123, 15.76374], [11.54808, 13.71895, 21.18785], [19.10104, 18.80227, 23.04572], [14.24958, 26.37240, 11.77531], [15.53644, 27.86340, 27.39750], [20.53396, 15.69290, 24.61206], [15.34950, 21.17868, 28.54280], [15.89486, 19.08250, 19.30065], [14.68884, 22.46941, 17.03111], [28.97516, 16.90671, 25.05011], [20.72380, 14.05036, 19.79945], [15.85868, 27.36730, 28.83035], [19.90126, 19.47375, 22.73447], [19.80478, 17.12962, 26.87817], [10.83332, 16.59627, 24.65229], [16.78602, 25.79972, 27.26205], [20.08295, 25.85313, 26.43220], [27.41924, 11.53279, 21.97008], [19.03462, 27.57445, 20.62480], [21.73750, 23.86122, 19.86608], [15.42004, 25.03379, 17.88748], [21.62950, 13.83878, 24.45242], [15.21512, 24.31093, 31.64469], [12.15528, 14.90947, 21.97293], [17.93406, 28.25381, 23.01624], [15.75284, 23.33741, 30.49359], [16.66975, 25.69345, 16.25510], [14.51038, 28.13911, 27.15399], [12.97244, 16.73155, 21.46352], [19.72122, 26.90245, 21.13968], [17.92266, 19.75136, 23.62316], [18.99826, 26.28704, 21.67512], [21.82420, 18.59110, 29.91984], [14.05628, 23.32208, 23.26170], [19.07914, 19.86729, 25.49151], [14.60852, 18.52205, 21.61876], [22.98442, 22.33717, 18.14939], [19.99318, 18.82731, 28.73683], [19.62004, 26.83768, 16.12550], [10.10423, 15.68575, 22.48734], [10.64302, 10.43161, 21.84505], [21.16844, 26.69064, 19.50724], [23.41522, 14.61919, 20.06061], [20.14252, 24.91087, 25.23947], [20.10348, 25.19610, 28.95318], [27.94930, 12.98347, 22.25192], [22.99638, 22.42129, 21.63637], [21.08620, 13.36644, 23.63399], [10.40035, 12.68142, 22.81340], [16.41311, 28.66842, 24.51397], [14.13496, 20.99215, 21.31669], [26.11454, 15.40231, 23.78358], [21.23864, 11.14546, 20.58903], [21.08290, 21.03516, 18.73835], [15.76672, 27.67935, 15.85040], [18.93906, 24.16991, 24.92395], [12.24776, 13.36849, 20.42908], [17.49156, 21.13191, 26.67447], [16.11601, 18.66961, 23.47847], [18.05924, 21.87599, 19.17853], [13.45556, 14.47544, 22.75650], [16.49340, 26.32498, 12.13671], [19.96044, 21.57991, 15.63123], [16.40100, 16.61899, 26.70055], [28.33438, 16.48401, 25.82396], [20.38431, 15.16356, 28.43511], [17.24472, 17.94403, 24.54598], [15.68984, 25.39175, 13.87900], [17.15452, 23.66444, 30.54830], [14.83374, 16.99394, 19.64745], [13.99488, 24.59816, 12.00074], [21.15348, 17.94737, 29.35077], [23.95614, 23.39192, 22.39779], [13.12250, 15.35623, 20.23573], [15.78592, 23.15441, 15.47272], [17.09233, 26.62467, 28.55299], [19.05839, 21.36273, 24.59278], [16.28471, 19.12722, 26.43074], [15.82768, 24.39996, 24.96338], [17.11268, 13.21486, 28.20716], [28.99932, 17.92034, 23.07257], [17.17056, 20.88624, 25.66219], [25.89618, 14.30787, 21.22846], [18.32756, 13.13323, 29.36748], [14.34448, 26.87711, 19.37015], [24.84734, 15.34363, 21.53682], [11.63892, 16.42352, 23.93866], [16.83374, 22.91420, 16.79991], [16.80318, 18.90730, 24.29051], [19.11160, 16.47574, 26.34898], [17.90988, 17.01811, 22.57634], [14.71756, 25.13414, 16.29668], [21.62910, 20.86584, 24.18317], [20.71329, 12.79097, 19.02071], [18.42132, 23.60584, 20.79582], [17.59360, 24.58967, 14.79998], [20.32665, 10.41839, 21.75591], [15.89950, 21.06126, 29.92266], [23.92120, 15.53667, 20.36114], [17.80270, 27.81827, 26.04273], [21.89278, 12.45653, 18.21201], [17.68624, 25.33460, 18.08021], [21.06912, 24.69477, 21.81958], [16.45348, 21.06587, 23.01817], [16.47104, 22.77186, 19.22805], [16.61080, 24.49995, 12.24438], [20.00834, 14.31761, 25.65932], [22.18118, 16.46611, 25.87369], [17.32482, 20.72088, 30.06421], [28.37000, 13.45740, 21.36508], [26.29284, 12.76898, 24.37221], [17.64104, 12.31341, 27.17039], [16.22960, 24.87830, 27.43369], [15.26300, 22.03541, 31.09486], [20.38548, 17.74017, 26.18672], [14.70344, 23.64994, 22.44818], [13.20040, 17.01494, 25.00543], [24.86360, 13.25584, 23.55773], [16.01718, 29.44957, 25.16292], [15.90806, 27.27467, 17.52842], [24.54454, 17.58962, 23.78903], [24.43640, 23.00887, 23.29819], [14.66144, 18.57264, 19.88615], [21.92686, 24.36010, 27.80702], [13.94912, 15.55028, 23.65156], [17.11300, 20.03196, 21.71417], [15.12206, 26.76843, 29.36593], [25.86286, 12.86067, 23.37482], [17.73402, 22.78617, 21.00526], [16.96555, 25.47813, 14.73442], [16.85944, 23.35136, 21.32737], [25.16544, 11.13516, 22.09266], [18.81526, 26.76694, 16.85723], [28.08508, 16.07470, 22.87048], [28.54544, 13.02340, 23.16358], [20.38792, 19.71666, 28.24559], [21.57138, 18.80859, 18.32696], [13.18176, 22.82978, 22.83634], [17.42732, 14.71658, 25.56770], [15.18352, 19.70809, 30.41086], [14.73878, 25.28056, 10.54823], [15.60790, 24.81235, 16.83687], [12.51452, 25.84456, 18.57596], [26.64980, 13.80869, 22.48272]], "atomic_forces_ev_per_a": [[1.353, -0.978, -2.282], [-0.241, -0.141, -0.227], [0.156, -0.155, -0.381], [0.031, 9.543, 2.431], [-0.082, 0.013, 0.305], [3.846, 1.602, -2.280], [-0.565, -1.643, 0.001], [0.011, -0.305, -0.151], [0.284, -0.142, 0.112], [0.195, 0.188, -0.269], [0.595, -0.022, -0.159], [-1.241, -0.650, 0.399], [0.544, 0.337, 0.048], [-3.007, -0.099, 2.385], [-1.248, -0.785, -0.117], [0.100, 0.385, -0.335], [-0.715, 0.867, -0.373], [-0.410, -0.636, 0.617], [-1.837, -2.297, -1.971], [-0.478, -0.585, -0.345], [1.185, -1.259, 0.810], [-1.512, 0.376, 0.743], [-0.120, -0.514, -0.259], [0.311, 0.209, 0.021], [0.727, -0.777, -0.539], [-0.816, -0.510, -0.546], [-1.182, 0.045, -0.803], [-0.271, -1.479, -3.295], [2.965, 1.518, -1.954], [-0.423, -0.475, -0.663], [0.212, -0.251, 0.200], [0.001, -0.389, 0.976], [-0.382, 1.601, -2.494], [-0.182, 0.338, -0.118], [2.916, 0.297, 0.122], [-0.315, -0.144, 0.123], [0.124, 0.826, -0.238], [-0.235, -0.126, 0.407], [-0.448, -0.029, -0.369], [0.890, -0.315, 0.471], [-0.773, 0.921, 0.629], [0.029, 0.305, 0.028], [-0.049, -0.070, -0.526], [-0.036, -0.031, 0.124], [-0.437, 0.096, 0.063], [-0.120, 0.725, 0.462], [-0.273, -0.152, -0.084], [0.598, -0.296, 1.219], [-0.046, 1.231, -0.938], [-1.620, 0.301, 1.352], [-0.644, -0.292, 0.535], [-0.008, 0.128, -0.281], [-0.030, 0.276, 0.016], [0.540, 1.298, -2.255], [-0.223, 1.854, 0.412], [-0.017, 0.006, -0.115], [0.468, 1.097, 0.330], [-0.434, 0.020, -0.522], [0.274, 0.479, -0.171], [0.769, -0.273, 0.426], [0.478, -0.278, -0.402], [0.099, 0.362, 0.425], [2.305, 1.045, -1.134], [0.164, -0.050, 0.142], [0.185, -0.007, -0.339], [1.215, -0.167, -0.889], [-0.094, -0.564, -0.007], [-0.397, 0.685, -0.110], [0.070, 0.493, 0.315], [0.661, -0.423, -0.548], [-0.888, -0.569, 0.135], [-0.257, 0.321, -0.256], [0.087, 0.315, 0.061], [-6.016, 8.119, 2.767], [0.369, 0.150, -0.036], [4.923, 2.727, 1.173], [-0.184, -0.207, 0.092], [0.378, 0.382, -0.190], [-0.048, -0.577, -1.152], [-0.227, 0.035, 0.069], [-2.454, -1.678, -0.098], [0.768, 1.744, 2.500], [0.329, 0.007, -0.093], [0.793, -0.003, 0.509], [0.695, 0.019, 0.906], [0.053, -0.055, -0.405], [0.456, 0.402, 0.254], [0.176, 0.163, 0.400], [-0.078, -0.214, 0.006], [-0.128, 0.329, -0.090], [-0.064, -0.533, -0.215], [0.906, 0.217, -0.440], [-0.508, 0.112, 0.466], [0.145, 0.085, 0.376], [0.225, -0.211, -0.316], [-1.607, -0.588, 1.055], [-0.188, 0.054, -0.839], [-0.569, -0.559, -0.151], [1.536, -0.797, 2.408], [0.435, -0.163, 0.180], [1.016, 0.547, 2.464], [-0.505, 0.002, 0.465], [-4.555, -3.887, -5.756], [-0.806, -1.195, -1.992], [-0.238, -0.354, -0.035], [-0.178, 0.381, -0.401], [0.349, 0.063, -0.807], [0.015, -2.019, 0.591], [0.481, 0.679, 1.121], [0.349, 0.954, 1.291], [3.243, 2.235, 1.095], [1.816, -0.177, 0.555], [-0.322, -0.558, -0.365], [-0.015, -0.009, 0.101], [0.963, -1.731, 2.036], [0.600, 0.835, -0.589], [-0.204, 0.186, -0.663], [-0.543, -0.647, -0.573], [0.472, 0.495, -0.459], [0.222, -0.089, -0.193], [0.538, 0.146, -0.086], [0.683, -1.429, -1.362], [-0.283, 0.168, 0.599], [1.572, 0.349, -0.670], [-0.505, 0.348, -0.291], [-11.319, -8.717, 1.926], [1.769, -4.788, -3.539], [0.857, -0.306, 0.429], [-3.486, 3.142, -7.084], [-2.007, 1.308, 0.337], [0.409, -0.026, -0.041], [1.133, 0.281, -2.174], [-0.748, 0.610, 1.397], [0.159, 0.582, -0.216], [0.099, 0.205, -0.129], [0.188, 0.584, -0.047], [0.126, -0.119, -0.033], [0.192, 0.042, 0.119], [0.112, 0.201, -0.143], [-0.048, 1.255, 1.049], [-0.483, 0.694, 1.841], [0.043, -0.018, 0.406], [3.393, -1.272, 2.866], [0.077, 0.127, -0.342], [0.330, -0.270, -0.467], [-0.510, -0.680, -0.296], [0.275, -0.829, -0.869], [-1.026, 0.368, 0.405], [0.073, -0.065, 0.202], [0.258, -0.076, 0.160], [1.260, -1.455, 6.761], [0.021, -0.100, -0.137], [0.237, -0.438, -0.749], [-0.783, 0.951, 1.999], [-0.030, 0.348, -0.394], [-0.084, 0.136, 0.188], [-0.123, -0.293, 0.907], [-0.024, 0.493, 0.458], [0.204, 0.385, 0.330], [1.036, 1.781, 0.672], [0.691, -0.601, 0.050], [0.301, 0.150, -0.256], [-0.013, 0.926, 0.005], [-0.360, 0.080, -0.108], [-4.857, -4.252, -2.836], [0.887, 0.253, -0.029], [2.410, -3.959, 4.240], [-0.172, -0.094, 0.177], [-0.016, 0.004, -0.070], [-0.058, -1.237, 1.769], [-1.785, -0.057, 0.150], [-0.533, -0.115, 0.194], [-0.349, -0.222, 0.020], [-0.545, -0.444, -0.247], [1.430, 0.344, 3.225], [-1.680, -0.034, 2.084], [-0.188, 0.098, 0.467], [1.005, 0.946, 1.352], [0.371, -2.346, -1.344], [-2.088, 0.988, -0.893], [-0.258, -0.023, -0.552], [0.470, 0.048, 0.631], [0.075, 0.225, 0.258], [0.528, 0.449, -0.064], [0.923, -1.848, 3.778], [-1.092, 0.758, 0.402], [0.094, 0.066, -0.642], [0.993, -0.329, 0.854], [0.547, 0.081, 0.006], [0.999, -0.372, 0.040], [-0.318, -0.257, 0.641], [-1.740, -2.862, 0.766], [-0.344, 0.173, -0.378], [-0.443, 8.252, -0.548], [0.858, 1.908, 0.500], [0.100, 0.105, 0.146], [0.262, -0.055, -0.579], [-0.798, -0.214, -1.097], [1.808, -0.886, 0.848], [0.409, -0.301, 0.333], [0.303, 0.018, -0.327], [-0.061, 0.296, -0.596], [-0.079, -0.447, -0.389], [3.229, -3.630, -4.670], [-0.025, 0.176, -0.006], [0.561, -0.473, 1.010], [-0.631, -0.725, -0.784], [0.308, -0.234, -0.394], [-0.387, -0.179, -0.106], [0.118, -0.068, -0.145], [-0.424, -0.126, 0.507], [2.150, -1.090, -9.158], [-0.245, 1.411, -1.182], [-1.996, -0.533, -1.269], [0.266, 0.801, 0.369], [-0.138, 0.407, -0.037], [-0.036, -0.260, -0.338], [1.202, -1.203, 0.426], [-0.096, -2.644, 0.230], [-0.046, 0.709, -0.548], [-1.431, -3.694, 3.086], [-0.049, 0.238, 0.143], [-0.041, -0.431, -0.241], [0.825, -0.079, 0.781], [0.097, 0.345, 0.009], [-0.354, -0.209, 0.134], [-0.329, 0.248, 0.266], [-0.426, -0.263, -0.876], [-2.212, -0.823, -0.656], [0.559, -0.241, -0.048], [4.536, 8.049, 10.234], [0.121, -0.998, -0.224], [-0.669, -0.026, -0.444], [-0.593, 1.108, -1.275], [0.232, 0.130, 0.276], [0.159, 0.587, 1.088], [-0.369, -0.993, -0.582], [1.007, -0.534, 1.311], [-0.072, 0.131, 0.011], [-1.927, 0.463, 1.193], [0.356, -1.209, 0.099], [-0.151, 0.707, -0.210], [0.385, 0.354, -0.268], [0.610, -1.327, 0.483], [-0.078, -0.152, -0.129], [0.119, -0.491, -0.289], [-0.161, -0.126, 0.385], [-0.088, -3.394, 4.039], [0.064, 0.341, 0.513], [1.230, 0.490, -0.774], [0.668, -1.357, 1.101], [-1.270, 0.375, -1.282], [7.939, 4.607, 0.058], [0.258, 0.744, -0.261], [-2.552, -1.240, -1.128], [0.028, 0.310, 0.569], [0.579, -0.373, -1.241], [0.234, -0.135, -0.029], [-0.198, 0.153, 0.169], [-0.336, -0.221, 0.167], [1.473, -1.192, 0.255], [0.000, 5.502, -3.567], [0.455, -0.197, -0.280], [0.089, 0.128, -0.945], [0.431, 0.657, -0.916], [0.189, -4.452, -2.080], [-0.100, -0.714, -1.189], [-0.068, 0.376, -0.028], [-0.910, 0.263, 1.921], [-0.035, -0.281, -0.176], [-0.473, -0.335, -0.212], [-0.080, 0.359, -0.467], [0.127, -0.178, -0.038], [0.222, 0.181, -0.548], [-0.262, 0.480, 0.188], [0.560, -0.493, -0.081], [-2.532, 1.059, -0.198], [0.672, -0.238, 0.340], [0.565, 0.499, -0.213], [-0.938, 2.572, 1.565], [-0.516, 0.383, 0.258], [0.758, -3.272, -1.681], [-0.262, 0.213, -0.242], [-0.126, -0.074, -0.244], [0.664, -0.046, 0.263], [-0.130, -0.156, -0.494], [0.286, 0.142, 0.001], [0.019, -0.479, -0.026], [-1.250, 0.889, 0.083], [-0.836, -0.516, 0.204], [1.562, -2.940, -4.600], [-1.607, 0.907, -2.002], [0.702, 0.252, -0.057], [-0.200, 0.141, 0.049], [-0.256, -0.423, -0.667], [-0.578, -0.090, -0.892], [-1.137, -0.387, 0.201], [-1.365, -0.282, 1.118], [0.114, -0.181, 1.228], [0.101, 0.457, -0.218], [-0.735, 0.440, 1.188], [-0.763, -0.781, -0.271], [-0.001, 0.309, -0.261], [0.030, -0.115, -0.283], [0.177, -0.070, 0.121], [-0.070, 0.330, -0.096], [-1.353, 0.503, 1.302], [0.166, 0.656, 0.165], [0.379, -0.263, 0.038], [-0.598, -0.487, -1.143], [-0.486, 0.719, -0.257], [1.540, 1.090, 2.736]]}